11 unconnected molecules or ions with the total composition C66H165N11O22 at a distorted geometry, computed with the ωB97M-V functional and the def2-TZVPD basis.

Its HOMO energy is -8.1138 eV. The calculation puts the energy relative to the best compared isomer or geometry (same formula, charge and spin) at 4.4101 eV. The calculation puts the total energy at -4870.588401 hartree. Its HOMO-LUMO gap is 8.71 eV.

Positions of all 264 atoms, in Å:
C: -4.656300 -3.089148 1.084981
O: -4.005790 -3.642718 -0.072959
C: -4.874700 -4.441508 -0.911889
C: -4.076880 -4.964128 -2.118469
N: -3.468180 -3.883538 -2.897669
C: -2.490220 -4.487368 -3.799469
C: -1.974030 -3.407138 -4.748389
O: -1.226940 -2.337368 -4.112249
C: -0.779010 -1.366468 -5.137789
H: -4.045990 -2.331158 1.575961
H: -4.773840 -3.833868 1.872171
H: -5.634550 -2.632658 0.934161
H: -5.612790 -3.774798 -1.357769
H: -5.360680 -5.222068 -0.326529
H: -4.812840 -5.478828 -2.736159
H: -3.371190 -5.725578 -1.786339
H: -2.939510 -3.247838 -2.317589
H: -2.805970 -5.308508 -4.442999
H: -1.642610 -4.866088 -3.228299
H: -2.751110 -2.985658 -5.386039
H: -1.263310 -3.853238 -5.444069
H: -0.113570 -0.648768 -4.658009
H: -1.587820 -0.833428 -5.637579
H: -0.193310 -1.767348 -5.965049
C: -1.823890 -3.551918 2.724081
O: -2.069770 -2.283598 3.248021
C: -0.941630 -1.371388 3.334881
C: -1.190820 -0.228838 4.339821
N: -1.550850 -0.786698 5.617761
C: -2.080730 0.180042 6.594721
C: -2.596470 -0.445818 7.934261
O: -3.818650 -1.146118 7.661561
C: -4.627530 -1.471378 8.827001
H: -0.960720 -4.039448 3.177241
H: -1.733510 -3.480368 1.640201
H: -2.713520 -4.135048 2.962051
H: -0.799090 -0.898908 2.363001
H: -0.098320 -2.013338 3.589481
H: -1.971550 0.429042 3.958051
H: -0.237040 0.298232 4.364531
H: -2.190860 -1.513418 5.330741
H: -2.984880 0.571502 6.128481
H: -1.390570 1.021322 6.658121
H: -2.788610 0.245082 8.755141
H: -1.796880 -1.144178 8.181351
H: -4.971100 -0.577558 9.347711
H: -4.023280 -2.057778 9.519191
H: -5.455330 -2.143398 8.600641
C: 2.427680 -3.527418 2.718441
O: 3.133390 -4.628238 3.296801
C: 3.369650 -5.557598 2.252161
C: 2.222680 -6.562418 2.022941
N: 1.190550 -5.963198 1.173381
C: -0.132600 -6.557768 1.233561
C: -0.162120 -7.640308 0.128101
O: 0.284910 -7.065018 -1.121769
C: 0.105140 -7.946138 -2.208889
H: 2.339430 -2.738008 3.464861
H: 1.447150 -3.691178 2.271401
H: 3.084080 -3.014378 2.015571
H: 4.261130 -6.072038 2.610931
H: 3.713370 -5.088798 1.330111
H: 1.833400 -6.917098 2.977281
H: 2.494970 -7.485808 1.511771
H: 1.516550 -6.110888 0.228911
H: -0.878460 -5.798558 0.998231
H: -0.304300 -6.958768 2.232471
H: -1.173470 -8.046248 0.105951
H: 0.481120 -8.484528 0.376351
H: 0.647690 -7.655578 -3.108509
H: -0.963130 -8.099318 -2.361979
H: 0.464700 -8.915958 -1.864989
C: -3.234660 0.185352 0.519471
O: -3.015480 1.096242 -0.591529
C: -1.725980 0.853992 -1.099969
C: -1.499740 1.564672 -2.444269
N: -1.631140 3.058292 -2.390149
C: -1.185970 3.688322 -3.633689
C: -1.207140 5.247502 -3.460999
O: -1.048300 5.681122 -4.811859
C: -1.154740 7.054222 -5.083669
H: -2.627010 0.304492 1.416511
H: -3.050210 -0.843728 0.211101
H: -4.267970 0.112022 0.858561
H: -1.636290 -0.230118 -1.169079
H: -0.936620 1.147122 -0.407799
H: -2.133010 1.134692 -3.220279
H: -0.519210 1.266852 -2.815699
H: -2.583110 3.337742 -2.201029
H: -1.793470 3.355762 -4.475389
H: -0.176230 3.386992 -3.912469
H: -0.476330 5.627812 -2.747289
H: -2.221680 5.437282 -3.110569
H: -0.479860 7.603522 -4.427239
H: -2.146440 7.479122 -4.928479
H: -0.940780 7.259422 -6.132579
C: 2.370350 -5.672958 -3.496979
O: 1.994770 -6.208268 -4.757249
C: 1.341650 -5.230348 -5.579689
C: 1.174420 -5.755748 -6.993949
N: 0.161850 -6.797838 -6.976219
C: 0.285850 -7.699978 -8.136889
C: -0.341820 -7.139638 -9.540089
O: 0.644910 -6.174458 -9.926329
C: 0.407210 -5.592678 -11.201719
H: 2.999440 -6.346978 -2.915569
H: 1.465920 -5.455348 -2.928869
H: 2.897020 -4.727178 -3.624369
H: 1.898410 -4.296788 -5.660859
H: 0.416380 -4.933828 -5.085689
H: 2.095020 -6.242858 -7.315379
H: 0.906020 -5.002498 -7.734669
H: 0.372260 -7.262208 -6.104329
H: -0.323390 -8.526148 -7.770329
H: 1.308230 -8.052538 -8.273039
H: -1.328350 -6.718698 -9.346009
H: -0.457380 -7.920048 -10.292219
H: 0.937380 -4.641248 -11.244139
H: -0.658780 -5.378168 -11.277609
H: 0.633780 -6.251208 -12.040229
C: 5.336540 -2.600388 -2.201289
O: 5.263950 -2.529168 -0.807129
C: 6.503880 -2.434798 -0.105219
C: 6.248260 -2.405958 1.387761
N: 5.594890 -1.129098 1.748551
C: 5.408820 -0.949468 3.232901
C: 6.760690 -0.772198 3.978981
O: 7.320890 0.543242 3.716261
C: 8.484260 0.754732 4.548681
H: 5.704810 -1.657158 -2.604789
H: 4.323370 -2.863658 -2.505039
H: 5.988860 -3.399068 -2.554419
H: 7.066440 -1.593018 -0.508979
H: 7.093220 -3.310668 -0.376599
H: 7.241560 -2.460008 1.833311
H: 5.720900 -3.267628 1.797031
H: 4.761570 -0.939978 1.210111
H: 4.879040 -1.820818 3.617861
H: 4.768610 -0.075148 3.350301
H: 7.407110 -1.568778 3.610601
H: 6.595130 -0.998258 5.032341
H: 8.998020 1.694612 4.346761
H: 9.201350 -0.048428 4.378921
H: 8.167470 0.932902 5.576301
C: 2.453330 6.481612 -3.447039
O: 2.397520 6.672222 -2.037799
C: 3.720790 6.536412 -1.535819
C: 4.420330 5.137272 -1.625539
N: 3.711040 4.082822 -0.932429
C: 2.679130 3.382402 -1.767539
C: 3.344640 2.377852 -2.765829
O: 2.375150 1.375372 -3.286579
C: 2.900160 0.513912 -4.237409
H: 1.466180 6.426662 -3.905969
H: 2.956780 5.578202 -3.791269
H: 3.012770 7.280372 -3.933989
H: 3.695880 6.913042 -0.513259
H: 4.428690 7.187842 -2.048289
H: 5.338940 5.278142 -1.055969
H: 4.684000 4.747012 -2.608529
H: 3.206270 4.558582 -0.198289
H: 1.927080 4.013992 -2.240419
H: 2.097780 2.799232 -1.053349
H: 4.069410 1.828572 -2.164909
H: 3.888520 2.871132 -3.571409
H: 3.044240 1.016282 -5.193949
H: 2.169260 -0.280048 -4.390779
H: 3.849080 0.055982 -3.958229
C: -3.150470 4.639842 0.522571
O: -4.467180 5.004862 0.212531
C: -4.816710 5.133972 -1.167509
C: -5.047390 3.734602 -1.797479
N: -5.014200 3.801752 -3.244769
C: -5.351030 2.566012 -3.961909
C: -5.457290 2.671512 -5.505369
O: -6.784960 2.932042 -5.862969
C: -6.964030 3.088632 -7.258439
H: -2.380710 5.275012 0.084241
H: -2.884120 3.604232 0.311221
H: -2.938700 4.880492 1.564361
H: -3.961820 5.574422 -1.680609
H: -5.632130 5.818902 -1.400039
H: -5.932000 3.264512 -1.367839
H: -4.179540 3.198912 -1.412809
H: -5.660360 4.529252 -3.515569
H: -6.225980 2.094142 -3.514819
H: -4.549020 1.868092 -3.721539
H: -5.118720 1.712802 -5.898249
H: -4.717840 3.362282 -5.910529
H: -6.263130 3.882792 -7.515609
H: -7.978150 3.436102 -7.455749
H: -6.753310 2.193032 -7.842899
C: -1.547340 4.218722 5.817641
O: -2.190900 3.622292 6.904621
C: -3.594260 3.815182 6.925391
C: -4.148890 3.092302 8.169181
N: -5.608380 3.303562 8.264961
C: -6.110630 2.774682 9.584851
C: -7.638460 2.719902 9.608401
O: -8.194160 1.963932 8.554911
C: -9.661330 2.026992 8.453021
H: -1.945000 5.196952 5.547381
H: -1.543030 3.564452 4.945851
H: -0.517590 4.389802 6.131391
H: -4.122040 3.495652 6.026811
H: -3.852630 4.858102 7.108831
H: -3.636660 3.531502 9.025231
H: -3.782970 2.066602 8.215461
H: -6.077960 2.993202 7.426351
H: -5.800770 3.385792 10.432571
H: -5.815760 1.740732 9.763991
H: -8.110120 3.702472 9.594131
H: -8.077610 2.265792 10.496671
H: -10.135400 2.979852 8.217611
H: -10.143140 1.655772 9.357541
H: -10.012310 1.356632 7.668461
C: 6.093850 1.856362 0.077291
O: 6.802220 3.051082 -0.234079
C: 7.252730 3.766212 0.911041
C: 6.329150 3.997402 2.103491
N: 5.338650 5.042622 1.772071
C: 4.337120 5.234082 2.770221
C: 3.109740 6.011372 2.122711
O: 2.450250 5.270262 1.118071
C: 1.221650 5.786042 0.550041
H: 6.607160 1.167332 0.748001
H: 5.931770 1.319522 -0.857389
H: 5.141440 2.161852 0.510521
H: 7.659230 4.724632 0.588101
H: 8.163350 3.236942 1.191661
H: 6.926680 4.307882 2.960621
H: 5.824610 3.061152 2.342181
H: 4.830660 4.736102 0.954701
H: 4.757680 5.738882 3.639941
H: 3.984440 4.250932 3.081891
H: 3.465990 6.953902 1.706991
H: 2.386010 6.266102 2.896931
H: 1.278790 6.869702 0.447481
H: 0.318850 5.539292 1.108761
H: 1.102790 5.321362 -0.428759
C: -0.699580 2.802262 2.042101
O: 0.239250 1.760372 2.384571
C: 1.611650 2.123662 2.106871
C: 2.503300 0.820802 2.151311
N: 2.249540 -0.213498 1.158551
C: 2.287080 0.022012 -0.283369
C: 1.839280 -1.193318 -1.058199
O: 0.618520 -1.674218 -0.468029
C: 0.231580 -2.916238 -0.914779
H: -1.728320 2.578292 2.324291
H: -0.707830 3.010692 0.972241
H: -0.398560 3.651552 2.655451
H: 2.123750 2.835412 2.754381
H: 1.722140 2.618222 1.141831
H: 2.383890 0.455902 3.171451
H: 3.558820 1.092382 2.166401
H: 1.353330 -0.591348 1.430831
H: 3.251640 0.411602 -0.608849
H: 1.636510 0.864622 -0.517609
H: 2.577810 -1.986948 -0.944959
H: 1.741040 -0.946548 -2.115339
H: -0.773940 -3.175198 -0.583139
H: 1.019590 -3.611838 -0.626189
H: 0.227600 -2.918148 -2.004769

Forces on the atoms, in the same order (eV/Å):
C 0.31 -0.35 0.29
O -0.69 0.11 0.29
C 0.91 1.17 -0.35
C -0.60 0.43 1.10
N -0.40 -1.44 -0.33
C 0.94 1.90 -0.37
C 1.15 0.22 -0.54
O -0.06 0.68 -1.57
C -0.11 -0.54 1.04
H 0.38 0.01 -0.52
H -0.18 -0.46 -0.11
H -0.12 -0.09 -0.66
H -0.43 0.09 0.26
H 0.05 -0.20 -0.07
H 0.01 -0.05 -0.24
H 0.44 -0.08 0.11
H -0.15 0.08 0.39
H -0.72 0.04 0.23
H 0.35 -0.26 0.12
H -0.45 0.08 0.29
H -0.01 -0.40 -0.21
H -0.30 -0.02 0.32
H -0.45 -0.02 0.42
H 0.09 -0.87 0.13
C -0.28 0.08 -0.12
O -0.10 1.59 0.93
C -0.87 -0.50 -0.24
C 0.56 -1.02 -0.22
N 0.68 -0.52 0.65
C -1.65 -0.43 -0.75
C 0.49 -0.50 -1.16
O -0.83 -0.19 0.35
C 1.54 -0.12 -0.33
H 0.27 0.01 -0.04
H 0.27 -0.31 -0.21
H 0.08 -0.17 -0.10
H 0.27 -0.10 -0.26
H 0.40 0.40 0.21
H -0.16 0.35 -0.30
H -0.12 0.36 0.12
H -0.59 -0.16 0.90
H -0.39 0.68 0.05
H 0.13 -0.21 0.58
H 0.38 0.37 -0.17
H -0.09 -0.32 0.65
H -0.12 0.15 -0.13
H 0.25 0.08 0.27
H -0.02 0.43 -0.69
C 0.69 1.64 0.77
O -1.25 0.35 -1.37
C 0.87 -1.52 0.92
C -0.22 0.26 -0.43
N 0.14 0.79 0.73
C 1.01 -0.41 -1.35
C -0.49 0.23 0.34
O -0.40 0.41 0.79
C -0.28 -0.95 0.99
H -0.28 -0.26 0.53
H 0.19 -0.59 0.05
H -0.01 -0.25 -0.68
H 0.00 -0.55 -0.04
H -0.44 0.36 -0.24
H -0.19 0.46 0.19
H 1.06 -0.21 0.13
H -0.03 0.49 -0.19
H -0.18 0.01 0.07
H -0.22 -0.18 -0.12
H -0.30 -0.01 -0.66
H 0.32 -0.08 0.07
H -0.17 0.35 0.23
H -0.16 0.20 -0.53
H 0.30 -0.40 -0.37
C -0.38 -0.55 -0.53
O -0.55 -0.47 1.73
C 0.36 0.15 -0.77
C -0.48 0.39 0.26
N 1.31 -1.21 0.07
C 0.28 0.62 0.95
C -1.08 -1.94 -1.57
O 0.16 0.18 -0.07
C -0.03 0.34 0.51
H 0.39 0.73 -0.14
H 0.34 -0.13 -0.43
H -0.21 0.89 -0.36
H 0.37 -0.17 -0.63
H 0.04 0.32 0.34
H -0.69 -0.07 -0.04
H 0.46 0.45 0.36
H -0.08 -0.22 -0.15
H -0.39 0.49 -0.27
H 0.23 -0.17 0.41
H 0.26 0.05 -0.14
H -0.14 0.60 0.14
H 0.24 0.32 -0.12
H -0.41 -0.27 0.30
H 0.37 -0.33 0.06
C -0.57 0.47 -0.14
O 0.37 0.15 -0.41
C 0.43 0.40 -0.06
C -0.40 -0.43 0.43
N 0.02 0.67 -0.97
C -2.08 -0.09 -0.11
C 2.14 -0.19 2.53
O -0.51 -0.14 -0.61
C -0.79 0.08 0.64
H -0.10 -0.26 -0.38
H -0.08 0.05 0.33
H 0.23 0.11 -0.07
H 0.61 0.06 0.31
H -0.40 -0.22 -0.19
H 0.62 0.45 -0.02
H 0.13 0.25 0.30
H -0.34 -0.86 -0.16
H 0.00 -0.53 -0.69
H 0.17 0.10 -0.38
H 0.00 0.40 0.03
H 0.25 -0.26 0.02
H 0.19 -0.24 -0.15
H -0.22 0.25 -0.14
H 0.43 -0.12 0.03
C -0.01 -0.18 0.36
O -0.21 -0.03 0.94
C -0.65 -0.92 -0.84
C -0.08 1.60 -0.24
N 1.22 -0.19 1.25
C 0.60 0.18 -1.59
C -0.94 0.42 -1.16
O 0.33 -0.84 0.85
C -0.76 0.37 -0.43
H -0.19 0.17 -0.35
H 0.04 0.40 -0.39
H 0.28 -0.21 0.06
H 0.04 0.50 0.49
H 0.20 -0.38 0.14
H 0.09 0.24 0.15
H -0.34 -0.40 -0.41
H -0.30 -0.34 0.20
H 0.00 -0.17 0.45
H 0.17 -0.04 0.27
H 0.49 0.15 0.01
H 0.06 0.52 0.31
H -0.27 0.06 -0.87
H 0.00 -0.15 0.49
H 0.06 -0.83 0.35
C -0.22 0.16 -0.63
O 0.70 -0.68 -1.09
C 0.79 -0.38 -0.28
C -0.52 0.30 0.84
N -1.09 -0.83 -1.39
C 0.53 -0.75 0.25
C -1.00 -0.75 0.67
O 0.51 2.00 1.32
C 0.04 -0.16 -0.55
H -0.19 0.20 0.43
H 0.09 -0.39 0.53
H -0.02 0.41 0.08
H -0.02 -0.42 0.13
H -0.14 0.55 -0.38
H 0.40 0.17 -0.32
H 0.06 0.65 -0.20
H -0.11 -0.44 0.27
H 0.21 0.37 -0.39
H 0.02 -0.26 -0.07
H 0.24 -0.07 -0.07
H -0.22 0.03 -0.30
H 0.11 0.13 -0.24
H 0.01 -0.07 0.01
H 0.20 -0.05 0.28
C 0.80 0.44 0.15
O -1.19 0.54 -0.08
C 1.16 -0.99 -0.59
C 0.78 0.63 0.66
N -0.17 0.50 -0.51
C 0.69 0.00 0.27
C 0.29 -0.72 1.40
O -0.53 -0.12 -0.05
C 0.46 0.81 0.51
H -0.08 0.20 -0.98
H -0.26 -0.14 -0.05
H -0.69 -0.44 0.39
H 0.25 0.04 -0.23
H -0.34 0.00 0.94
H -0.30 -0.09 0.00
H -0.25 -0.66 -0.19
H -0.17 0.13 -0.29
H -0.53 -0.05 -0.37
H 0.24 -0.10 -0.15
H -0.24 -0.43 -0.17
H -0.17 0.70 0.04
H -0.01 0.09 -0.78
H 0.04 -0.15 0.15
H 0.07 -0.21 0.10
C 0.68 0.13 0.01
O -0.77 -0.04 0.14
C -0.32 -0.23 1.39
C 0.01 0.57 -0.50
N 1.25 -0.04 1.92
C -1.43 -0.41 -1.87
C -1.40 0.44 0.24
O -1.43 -0.08 -1.45
C 0.87 -0.66 0.26
H -0.34 0.07 0.00
H -0.11 -0.06 -0.21
H 0.12 -0.10 -0.13
H 0.24 -0.26 -0.35
H 0.18 0.37 -0.36
H -0.27 0.39 0.20
H -0.46 -0.47 -0.42
H -0.33 -0.54 0.43
H 0.27 0.17 -0.26
H 0.56 -0.17 -0.03
H 0.36 0.55 -0.19
H 0.71 -0.08 0.78
H 0.74 0.56 0.10
H 0.23 0.03 0.39
H 0.63 -0.13 -0.12
C -0.03 0.47 -0.09
O -0.51 0.30 0.11
C 1.33 -0.30 0.00
C -0.59 0.22 -1.09
N 0.93 0.00 -0.53
C -1.62 0.09 -0.88
C 0.43 0.19 1.21
O -0.65 -0.43 0.18
C 0.55 0.05 0.32
H 0.27 0.17 0.25
H -0.10 0.16 -0.07
H -0.30 -0.44 -0.04
H -0.46 0.19 -0.38
H 0.05 -0.26 0.84
H 0.03 0.04 -0.01
H 0.00 -0.25 0.40
H 0.27 -0.27 -0.39
H -0.30 0.31 0.01
H -0.45 -0.21 0.50
H 0.20 0.18 -0.11
H -0.03 -0.02 0.30
H 0.05 0.04 -0.17
H 0.21 -0.14 0.58
H 0.22 0.16 0.04
C 0.94 -0.17 0.67
O 0.39 0.49 -0.38
C 0.61 -1.35 -0.79
C -0.46 1.36 -0.42
N 0.11 -0.71 1.10
C -0.67 1.34 0.81
C -0.17 -0.63 1.01
O 0.17 2.18 0.27
C 0.69 -0.63 -1.16
H 0.19 -0.67 0.17
H 0.29 0.18 -0.11
H -0.14 0.58 -0.36
H -0.72 0.21 0.87
H -0.40 -0.14 -0.43
H -0.37 -0.68 -0.09
H 0.11 0.48 -0.50
H -0.13 -0.41 -0.54
H 0.41 -0.51 0.06
H -0.52 0.05 -0.33
H 0.29 -0.18 -0.05
H -0.29 0.00 -0.12
H 0.19 -0.01 0.37
H -0.33 -0.75 0.33
H -0.28 -0.12 -0.39